The following is a DFT calculation (wB97M-V/def2-TZVPD) of C3H3FN2O in the gas phase.

Last column: Löwdin charge in e.
Geometry (Å):
F -2.255925 -0.610527 -0.001414  0.172
O -0.032026 -0.870007 -0.000066  0.172
N -0.805452 1.199767 0.003598  0.123
N 0.579629 1.251824 -0.001144  0.099
C 1.000658 0.032901 -0.007286  -0.381
C 2.393384 -0.485254 0.001329  0.006
C -1.078543 -0.037334 0.003083  -0.460
H 3.060585 0.388564 -0.010572  0.095
H 2.599657 -1.074222 0.903786  0.092
H 2.587064 -1.082565 -0.879904  0.083

Force components x, y, z for each atom (eV/Å):
0.3190 0.2410 0.0188
0.0087 0.2161 -0.0374
-0.5262 0.2061 -0.0073
0.6679 -0.4633 -0.0247
0.2898 0.1224 0.1410
0.0868 0.6811 0.3055
-0.5531 -0.5464 -0.0153
-0.1988 -0.3396 0.0142
-0.1233 0.0914 -0.2529
0.0293 -0.2088 -0.1419

2S+1: 1
E, Ha: -400.7089
HOMO, eV: -10.37
SMILES string: Cc1nnc(F)o1
Frontier orbital gap, Eh: 0.409
Charge: 0
LUMO energy, eV: 0.75
Molecular weight, g/mol: 102.068

---

The following is a DFT calculation (wB97M-V/def2-TZVPD) of a molecular structure, C3H3FN2O in a non-equilibrium geometry.

Last column: Löwdin charge in e.
Geometry (Å):
F 0.500845 1.595907 1.708218  0.069
O -0.262897 0.778459 -0.293832  0.143
N 0.706680 -0.736300 1.109669  0.171
N -0.792194 -0.533847 -2.207170  0.145
C 0.095721 -1.321408 -0.019673  -0.105
C -0.387508 -0.435478 -0.890972  -0.395
C 0.460999 0.480039 0.853095  -0.349
H -1.596381 -0.107178 -2.322708  0.016
H -1.011556 -1.509780 -2.652182  0.168
H -0.213161 -2.421758 -0.020605  0.136

Force components x, y, z for each atom (eV/Å):
0.3961 -2.6725 -2.0005
1.4599 0.8257 0.5025
-0.9012 0.9539 -0.6838
2.9489 -4.1627 -0.7433
-0.4700 -3.9645 0.3137
0.2866 -0.9930 0.5859
-1.4574 2.9770 1.2474
-4.8767 3.2813 -0.9167
1.3468 2.1038 1.8449
1.2671 1.6510 -0.1503

2S+1: 1
E, Ha: -400.6779
HOMO, eV: -8.79
Frontier orbital gap, Eh: 0.346
Charge: 0
LUMO energy, eV: 0.62
Molecular weight, g/mol: 102.068

---

The following is a DFT calculation (wB97M-V/def2-TZVPD) of 2 unconnected molecules or ions with the total composition C3H3FN2S in a non-equilibrium geometry.

Last column: Löwdin charge in e.
Geometry (Å):
S -0.897045 1.915038 -0.412635  0.848
F 4.024248 0.147895 0.244630  -0.285
N -0.271572 -1.043669 0.329326  0.116
N 1.797308 -0.340405 -0.647666  0.220
C 0.691952 -0.445689 -0.314123  -0.329
C -1.944224 0.706042 -0.089998  -0.540
C -1.503688 -0.573790 0.372497  -0.156
H -2.898464 0.995892 -0.231122  -0.001
H -2.104340 -1.254608 1.008949  0.134
H 3.105822 -0.106702 -0.259856  -0.005

Force components x, y, z for each atom (eV/Å):
-0.2042 -0.5647 0.1406
-2.1189 -0.6640 -1.2420
-3.9770 0.5547 0.1120
-1.4014 0.4259 -0.5135
2.7255 -0.3449 -0.2312
3.4947 1.3910 -0.5244
2.2841 -2.4582 1.7236
-3.5007 0.0081 -0.1286
-0.2958 0.7447 -0.7585
2.9937 0.9075 1.4221

2S+1: 1
E, Ha: -723.5801
HOMO, eV: -10.28
SMILES string: N#C/N=C\C=S.F
Frontier orbital gap, Eh: 0.265
Charge: 0
LUMO energy, eV: -3.07
Molecular weight, g/mol: 118.136

---

The following is a DFT calculation (wB97M-V/def2-TZVPD) of a molecular structure, C3H3FO in a non-equilibrium geometry.

Last column: Löwdin charge in e.
Geometry (Å):
F 0.831545 -2.314004 0.724443  -0.144
O -0.905323 -1.180858 -0.424154  0.002
C 0.459686 -1.061999 -0.259055  -0.207
C 0.300299 0.219568 0.407263  0.021
C -1.014028 0.079273 0.129592  -0.026
H -1.979581 0.427634 0.024956  0.109
H 1.010259 0.960016 0.719395  0.100
H 1.012774 -1.186273 -1.152723  0.144

Force components x, y, z for each atom (eV/Å):
-0.4072 3.2034 -2.5617
-1.1759 -1.1806 -0.7604
0.6678 -3.6294 3.0252
-0.4376 1.2768 0.4503
2.3791 -1.0543 -0.2057
-1.5783 1.6682 0.4213
-0.2137 0.1519 0.2260
0.7658 -0.4360 -0.5950

2S+1: 1
E, Ha: -291.1032
HOMO, eV: -9.82
Frontier orbital gap, Eh: 0.385
Charge: 0
LUMO energy, eV: 0.65
Molecular weight, g/mol: 74.054

---

The following is a DFT calculation (wB97M-V/def2-TZVPD) of C3H3FO in the gas phase in a non-equilibrium geometry.

Last column: Löwdin charge in e.
Geometry (Å):
F 0.346168 2.246243 -0.122814  -0.117
O 2.690439 -0.247432 -0.041303  0.144
C 0.432699 0.826043 0.553889  -0.104
C 1.513818 -0.036308 -0.026273  -0.354
C 0.147412 -0.206991 -0.422307  -0.067
H -0.346733 -1.186078 0.037652  0.170
H 0.093947 0.731406 1.615304  0.157
H -0.127787 -0.110418 -1.554310  0.172

Force components x, y, z for each atom (eV/Å):
0.1994 -3.3826 2.1438
-0.6443 -0.1878 -0.2846
0.3866 4.1338 -0.0287
1.0588 1.1219 0.8627
-2.2529 -4.8114 -2.7966
0.8221 2.0744 -1.0386
0.0951 0.7374 -1.2103
0.3352 0.3142 2.3524

2S+1: 1
E, Ha: -291.0988
HOMO, eV: -9.69
SMILES string: O=C1C[C@@H]1F
Frontier orbital gap, Eh: 0.350
Charge: 0
LUMO energy, eV: -0.17
Molecular weight, g/mol: 74.054

---

The following is a DFT calculation (wB97M-V/def2-TZVPD) of C3H3FO in the gas phase in a non-equilibrium geometry.

Last column: Löwdin charge in e.
Geometry (Å):
F -2.203225 -0.210486 -0.227843  -0.020
O -0.025638 0.097695 -2.631869  0.100
C 0.215625 -0.383280 -0.158584  -0.176
C -0.975325 0.218117 0.260225  -0.125
C 0.524943 0.217355 -1.602641  -0.088
H 1.054497 -0.280872 0.410652  0.083
H -1.093684 1.110774 0.907442  0.125
H 0.036045 -1.337983 -0.487345  0.100

Force components x, y, z for each atom (eV/Å):
1.6722 0.3170 0.1775
-0.0401 0.0628 1.4899
-2.6924 1.2871 -0.5911
-2.0772 0.6764 1.5344
1.1821 0.6605 -2.9247
2.0030 0.4390 1.5596
0.1911 -0.7488 -0.7239
-0.2385 -2.6941 -0.5216

2S+1: 1
E, Ha: -291.0808
HOMO (alpha / beta), eV: -8.35 / -7.93
Frontier orbital gap (alpha / beta), Eh: 0.306 / 0.290
Charge: 0
LUMO energy (alpha / beta), eV: -0.03 / -0.04
Molecular weight, g/mol: 74.054

---

The following is a DFT calculation (wB97M-V/def2-TZVPD) of C3H3FO2 in the gas phase in a non-equilibrium geometry.

Last column: Löwdin charge in e.
Geometry (Å):
F 1.774157 0.862769 -0.148533  0.015
O -2.304243 -0.303421 -0.172181  0.100
O -1.178662 1.553960 0.003520  0.109
C -1.220966 0.201469 -0.106808  -0.513
C 0.006596 -0.743255 0.092912  0.041
C 1.346457 -0.409570 -0.084786  -0.105
H 2.213825 -1.060219 -0.060248  0.113
H -0.274989 1.726609 0.324953  0.102
H -0.362173 -1.828345 0.151169  0.138

Force components x, y, z for each atom (eV/Å):
-0.4807 0.1268 -0.2179
0.0381 -0.4679 -0.6622
1.8813 -0.7966 0.1271
-0.4750 -0.7771 1.4979
1.5361 0.5383 -1.4050
-2.8805 -0.8138 1.0509
-0.3823 -0.3031 -0.0299
-0.2449 0.6305 -0.2959
1.0079 1.8629 -0.0650

2S+1: 1
E, Ha: -366.4263
HOMO, eV: -10.63
SMILES string: O=C(O)/C=C\F
Frontier orbital gap, Eh: 0.399
Charge: 0
LUMO energy, eV: 0.23
Molecular weight, g/mol: 90.053

---

The following is a DFT calculation (wB97M-V/def2-TZVPD) of 2 unconnected molecules or ions with the total composition C3H3FO2 in a non-equilibrium geometry.

Last column: Löwdin charge in e.
Geometry (Å):
F 0.614295 -0.854872 -0.324628  -0.003
O 0.902569 1.628639 -0.394778  0.034
O 0.549385 -2.251432 2.554118  0.012
C 0.865155 -1.451478 3.284044  -0.007
C -0.067681 1.349699 -1.125446  -0.210
C -0.425214 0.011744 -0.577893  -0.254
H -1.270695 0.687388 -0.023183  0.178
H -0.021038 1.453970 -2.228200  0.140
H -1.146775 -0.573658 -1.164033  0.111

Force components x, y, z for each atom (eV/Å):
-0.6359 1.2937 1.2361
-1.4329 2.6698 -1.3782
0.1273 0.3316 0.3184
-0.1308 -0.3304 -0.3228
6.3082 -3.8820 0.4230
-5.3548 0.8998 -2.0524
1.6583 -2.5630 1.8373
-0.9244 1.5221 0.2178
0.3851 0.0583 -0.2790

2S+1: 1
E, Ha: -366.3123
HOMO, eV: -10.13
Frontier orbital gap, Eh: 0.356
Charge: 0
LUMO energy, eV: -0.44
Molecular weight, g/mol: 90.053

---

The following is a DFT calculation (wB97M-V/def2-TZVPD) of a molecular structure, C3H3FO3Pb in a non-equilibrium geometry.

Last column: Löwdin charge in e.
Geometry (Å):
Pb 2.932689 0.976190 -0.015896  1.689
F -1.314580 0.995171 1.278075  0.083
O 0.827785 0.564057 0.184687  -0.292
O 2.376559 -0.940366 0.420364  -0.184
O 0.205343 -1.554424 0.513298  0.124
C -0.837162 0.836384 0.013473  -0.190
C 1.133330 -0.738938 0.564644  -0.738
C -1.321178 -0.411795 -0.604927  0.139
H -0.807935 1.757594 -0.577116  0.160
H -1.049831 -0.545981 -1.652957  0.101
H -2.145025 -0.937888 -0.123642  0.108

Force components x, y, z for each atom (eV/Å):
2.1957 2.3070 -0.6513
0.9174 0.2666 -1.4651
-1.3324 1.2264 1.0841
1.6239 -1.5547 1.3529
2.5976 1.2154 1.7840
-1.0956 -1.9198 0.5423
-4.8963 -3.2112 -3.0325
-0.4338 2.0171 -0.1863
0.1558 -0.1407 0.3999
-0.2073 -0.2547 0.3882
0.4749 0.0485 -0.2163

2S+1: 2
E, Ha: -634.1866
HOMO (alpha / beta), eV: -12.30 / -15.34
Frontier orbital gap (alpha / beta), Eh: 0.224 / 0.336
Charge: +1
LUMO energy (alpha / beta), eV: -6.21 / -6.21
Molecular weight, g/mol: 313.252

---

The following is a DFT calculation (wB97M-V/def2-TZVPD) of C3H3FP2 in the gas phase in a non-equilibrium geometry.

Last column: Löwdin charge in e.
Geometry (Å):
P -0.824274 -0.717353 -0.284242  0.765
P 1.385506 1.256832 -0.186869  0.734
F -2.667481 1.294631 -0.158999  -0.118
C -0.011650 1.986558 0.154817  -0.341
C 0.889810 -0.459245 0.046198  -0.662
C -2.191478 0.117847 0.297570  -0.318
H 1.493705 -1.364817 -0.040495  -0.017
H -0.435871 2.940073 0.158304  -0.053
H -1.260684 -2.125133 0.041832  0.009

Force components x, y, z for each atom (eV/Å):
1.8397 -1.7375 1.0184
0.2025 -0.6815 0.2687
0.2739 -1.0553 0.5134
0.4588 -0.8050 0.1469
-2.0973 -0.6959 -1.0968
-0.9907 1.6857 -0.5777
0.1379 0.4174 0.0887
-0.6906 1.1970 -0.0534
0.8658 1.6752 -0.3082

2S+1: 1
E, Ha: -898.3691
HOMO (alpha / beta), eV: -8.29 / -8.12
SMILES string: C#P=C[PH]#CF
Frontier orbital gap (alpha / beta), Eh: 0.243 / 0.249
Charge: 0
LUMO energy (alpha / beta), eV: -1.69 / -1.35
Molecular weight, g/mol: 120.003